{
  "formula": "BrH8O4",
  "method": "ωB97M-V/def2-TZVPD",
  "relative_energy_kcal_mol": 84.00,
  "lumo_energy_ha": 0.1408,
  "multiplicity": 1,
  "charge": -1,
  "e_tot_ha": -2879.76270,
  "gap_ev": 8.87,
  "elements": ["Br", "O", "H", "H", "O", "H", "H", "O", "H", "H", "O", "H", "H"],
  "positions_angstrom": [[0.43683, -0.55379, 0.14609], [0.29748, 1.63300, 1.43111], [0.19104, 0.71955, 1.16556], [-0.59615, 1.96998, 1.49516], [2.79433, -0.24734, -0.95555], [3.29058, -0.88822, -0.44638], [1.93533, -0.21928, -0.53418], [-1.21094, 0.62064, -1.86018], [-1.66175, 1.17392, -1.22231], [-0.64284, 0.05963, -1.33220], [-1.78484, -1.50955, 1.04327], [-0.84974, -1.38959, 0.87764], [-2.19933, -1.36899, 0.19200]]
}